Here is a single C18H25N3 molecule at a distorted geometry from OMol25. Energies are from the ωB97M-V functional and the def2-TZVPD basis.

## Properties
* HOMO level: -0.2694 hartree
* energy: -865.0623 Eh
* orbital gap: 8.1 eV
* SMILES: C[C@@H]1NCCc2c(CN3CCCCC3)[nH]c3cccc1c23

Structure (ORCA input):
```
! wB97M-V def2-TZVPD RIJCOSX def2/J DEFGRID3
* xyz 0 1
C -0.080 0.148 -0.259
C 0.528 0.982 0.654
C 1.108 -2.161 3.552
C 0.548 -2.421 2.223
C 1.237 -0.812 4.073
C 0.774 0.034 1.820
C 0.434 -1.286 1.425
C 1.173 0.288 3.199
N -0.114 -1.195 0.113
N -0.925 -0.360 -2.515
N 2.126 2.566 2.741
C -0.435 0.631 -1.595
C 0.222 2.258 4.490
C 1.036 2.436 0.461
C 1.223 3.216 1.743
C -2.369 -0.672 -2.756
C 0.028 -1.423 -3.072
C 1.549 1.640 3.812
C -2.665 -1.220 -4.203
C -0.265 -1.806 -4.520
C -1.701 -2.399 -4.517
H 1.321 -3.036 4.184
H 0.243 -3.392 1.855
H 1.414 -0.746 5.130
H -0.679 -1.896 -0.363
H 2.855 2.070 2.217
H -1.290 1.384 -1.206
H 0.440 1.057 -2.021
H 0.252 3.363 4.651
H -0.097 1.760 5.424
H -0.639 2.225 3.865
H 2.077 2.368 0.081
H 0.444 2.971 -0.140
H 1.639 4.212 1.494
H 0.302 3.424 2.172
H -2.681 -1.360 -1.979
H -2.847 0.254 -2.624
H 0.082 -2.348 -2.437
H 0.987 -0.864 -3.124
H 2.401 1.598 4.556
H -3.686 -1.524 -4.365
H -2.579 -0.357 -4.914
H -0.292 -0.937 -5.200
H 0.554 -2.478 -4.884
H -1.711 -3.305 -3.804
H -1.942 -2.886 -5.438
*
```

Here is 2 unconnected molecules or ions with the total composition F3NO2S at a distorted geometry from OMol25. Energies are from the ωB97M-V functional and the def2-TZVPD basis.

## Properties
* HOMO level (spin up / spin down): -0.4397 / -0.4238 hartree
* ΔE to the lowest compared entry with this formula, charge and spin: 37.0 kcal/mol
* energy: -902.7878 Eh
* orbital gap (spin up / spin down): 10.7 / 7.5 eV

Structure (ORCA input):
```
! wB97M-V def2-TZVPD RIJCOSX def2/J DEFGRID3
* xyz 0 1
N -1.993 0.416 -0.448
O 1.379 -0.166 1.473
O 2.274 1.029 -0.459
F -2.159 -0.940 -0.399
F -2.778 0.963 0.450
F 1.894 -1.389 -0.658
S 1.384 0.087 0.041
*
```

Here is a single C5H9N3 molecule at a distorted geometry from OMol25. Energies are from the ωB97M-V functional and the def2-TZVPD basis.

## Properties
* HOMO level (spin up / spin down): -0.2657 / -0.2656 hartree
* ΔE to the lowest compared entry with this formula, charge and spin: 104.6 kcal/mol
* energy: -360.0306 Eh
* orbital gap (spin up / spin down): 7.2 / 7.2 eV

Structure (ORCA input):
```
! wB97M-V def2-TZVPD RIJCOSX def2/J DEFGRID3
* xyz 0 1
C 1.646 -1.064 0.566
C -0.688 1.137 1.189
N 1.649 0.324 0.235
C -0.097 0.375 0.031
N -1.498 0.008 -1.929
C -0.462 0.592 -1.282
C 0.062 -1.364 0.301
N -0.737 -2.203 0.077
H 1.787 0.891 1.069
H -1.394 -0.211 -2.901
H -2.019 -0.667 -1.376
H 1.888 -1.312 1.601
H 2.187 -1.676 -0.161
H 0.192 1.190 -1.904
H -0.455 0.632 2.129
H -1.776 1.202 1.118
H -0.286 2.149 1.240
*
```